Computed, not measured: 2 unconnected molecules or ions with the total composition C6H12NO2, with ωB97M-V/def2-TZVPD.

HOMO level   -14.023 eV
E_LUMO   -0.182 Eh
Calculated total energy   -440.692474 Eh
Energy above the lowest of the compared OMol25 structures with the same formula, charge and spin   237.5 kJ/mol
Gap between HOMO and LUMO   9.080 eV
Net charge   +1

The geometry in XYZ format:
```
21
Properties=species:S:1:pos:R:3:forces:R:3
O 0.89005 -2.02758 -2.00775 -0.11 1.32 -0.01
C -0.14904 1.51316 0.54148 1.98 -0.58 3.01
H -1.31362 -2.54521 1.66052 0.22 0.97 0.33
H 0.75348 2.15989 -2.57931 -0.65 -0.27 -0.92
H -1.20253 1.66825 0.41137 -0.33 0.72 -1.50
H -0.47421 1.20809 3.07161 0.18 -0.47 0.06
H 1.30130 2.69234 -0.46048 -0.86 -1.22 -0.72
C 0.92202 1.60688 -0.55185 0.08 2.92 1.13
N -0.56767 -1.02839 0.37906 -0.24 -0.02 -0.48
C -0.26742 0.12999 1.30617 -1.09 0.78 0.90
O -0.32751 0.44401 -2.17714 -0.70 -0.27 -0.24
H -1.04955 -0.64264 3.34235 1.61 2.12 -2.03
H 1.40313 -1.46631 -2.65380 -0.60 -1.88 0.88
C -1.11388 -2.18083 0.65360 0.67 1.00 0.52
H 1.08503 -2.96934 -1.94897 0.70 0.42 -0.79
H -1.43973 -2.98262 -0.00853 0.56 0.85 -1.03
H 0.18105 2.38272 1.26549 -0.90 -2.22 -0.76
C -0.55048 0.21295 2.63214 -1.22 -2.67 0.06
H 1.90688 1.18015 -0.30103 -0.66 -0.93 -0.24
C 0.36130 1.38593 -1.90423 1.95 0.33 0.21
H -0.34859 -0.74140 -0.67068 -0.59 -0.89 1.61
```
Forces are in eV/Å.